{
  "formula": "C2H5NO2",
  "method": "ωB97M-V/def2-TZVPD",
  "gap_ev": 9.69,
  "relative_energy_kj_mol": 237.6,
  "e_lumo_ev": 0.93,
  "homo_ev": -8.75,
  "species": ["N", "C", "O", "C", "O", "H", "H", "H", "H", "H"],
  "xyz": [[-1.649, -0.208, -1.105], [-0.626, -0.794, -0.497], [0.433, 0.054, -0.619], [1.275, -0.095, 0.512], [0.594, 0.201, 1.690], [-1.584, 0.711, -1.538], [-2.552, -0.637, -1.010], [1.617, -1.129, 0.607], [2.100, 0.603, 0.337], [0.334, 1.130, 1.661]]
}

---

{
  "formula": "C2H5NO2",
  "method": "ωB97M-V/def2-TZVPD",
  "gap_ev": 10.66,
  "relative_energy_kj_mol": 40.3,
  "smiles": "NC(=O)CO",
  "e_lumo_ev": 0.73,
  "homo_ev": -9.93,
  "species": ["N", "C", "O", "C", "O", "H", "H", "H", "H", "H"],
  "xyz": [[1.388, 0.098, -0.038], [0.324, -0.740, 0.127], [0.402, -1.864, 0.584], [-0.998, -0.106, -0.302], [-1.012, 1.267, 0.037], [2.321, -0.233, 0.148], [1.256, 1.022, -0.417], [-1.101, -0.171, -1.390], [-1.828, -0.655, 0.158], [-0.698, 1.291, 0.949]]
}

---

{
  "formula": "C2H5NO2S",
  "method": "ωB97M-V/def2-TZVPD",
  "gap_ev": 8.66,
  "relative_energy_kj_mol": 405.5,
  "smiles": "C=CS.O=NO",
  "e_lumo_ev": 0.08,
  "homo_ev": -8.58,
  "species": ["C", "C", "S", "H", "H", "H", "H", "O", "N", "O", "H"],
  "xyz": [[-0.774, -0.378, 1.626], [0.051, 0.659, 1.500], [0.191, 1.783, 0.189], [-1.768, -0.530, 1.135], [-0.656, -0.917, 2.607], [0.853, 0.834, 2.233], [-0.779, 1.369, -0.601], [-0.073, -1.426, -1.143], [0.159, -0.485, -1.861], [1.393, -0.714, -2.432], [1.404, -0.195, -3.254]]
}

---

{
  "formula": "C2H5NO2S",
  "method": "ωB97M-V/def2-TZVPD",
  "gap_ev": [8.88, 8.94],
  "relative_energy_kj_mol": 434.0,
  "e_lumo_ev": [-1.97, -1.94],
  "homo_ev": [-10.85, -10.88],
  "species": ["C", "C", "N", "O", "O", "S", "H", "H", "H", "H", "H"],
  "xyz": [[-0.201, -0.008, -0.892], [0.401, 1.242, -0.507], [0.690, -1.428, 0.618], [-1.675, -2.099, 0.236], [-1.271, -0.065, 1.612], [-0.859, -0.981, 0.584], [0.242, -0.732, -1.508], [0.367, 1.939, -1.322], [1.375, 1.198, -0.044], [-0.229, 1.591, 0.220], [1.162, -0.658, 1.003]]
}

---

{
  "formula": "C2H5NO2S",
  "method": "ωB97M-V/def2-TZVPD",
  "gap_ev": 7.90,
  "relative_energy_kj_mol": 679.7,
  "e_lumo_ev": -1.69,
  "homo_ev": -9.58,
  "species": ["C", "C", "N", "O", "O", "S", "H", "H", "H", "H", "H"],
  "xyz": [[0.230, -0.272, -0.245], [1.267, 0.459, 0.460], [-2.256, -0.581, -1.376], [-0.747, -1.329, 1.083], [-0.755, 1.309, -2.175], [-1.129, 0.357, -1.102], [1.076, 1.548, 0.865], [1.460, -0.155, 1.410], [2.212, 0.421, -0.269], [-2.686, -0.847, -2.294], [-0.878, -2.093, 0.665]]
}

---

{
  "formula": "C2H5NO2S",
  "method": "ωB97M-V/def2-TZVPD",
  "gap_ev": 9.49,
  "relative_energy_kj_mol": 206.1,
  "smiles": "COC(=S)NO",
  "e_lumo_ev": 0.65,
  "homo_ev": -8.84,
  "species": ["C", "O", "C", "S", "N", "O", "H", "H", "H", "H", "H"],
  "xyz": [[0.975, -1.350, -0.715], [0.531, -0.084, -0.266], [-0.711, 0.027, 0.248], [-1.821, -1.161, 0.286], [-0.992, 1.307, 0.602], [0.100, 2.128, 0.956], [2.025, -1.262, -0.965], [0.872, -2.096, 0.080], [0.444, -1.597, -1.637], [-1.791, 1.460, 1.265], [0.367, 2.627, 0.147]]
}

---

{
  "formula": "C2H5NO2S",
  "method": "ωB97M-V/def2-TZVPD",
  "gap_ev": 9.43,
  "relative_energy_kj_mol": 323.8,
  "e_lumo_ev": 0.15,
  "homo_ev": -9.27,
  "species": ["C", "C", "N", "O", "O", "S", "H", "H", "H", "H", "H"],
  "xyz": [[2.718, -0.705, -0.361], [0.390, 2.762, -0.615], [1.806, -0.016, -0.686], [3.441, -1.556, -0.190], [-3.808, -2.850, 1.634], [1.422, 1.704, -1.405], [0.906, 3.434, 0.044], [-0.539, 2.423, -0.386], [-3.844, -3.009, 2.541], [-2.930, -3.135, 1.279], [0.438, 0.949, -1.855]]
}

---

{
  "formula": "C2H5NO2S",
  "method": "ωB97M-V/def2-TZVPD",
  "gap_ev": 9.22,
  "relative_energy_kj_mol": 674.0,
  "e_lumo_ev": 0.31,
  "homo_ev": -8.91,
  "species": ["C", "C", "H", "H", "H", "H", "H", "N", "O", "O", "S"],
  "xyz": [[1.262, -0.336, -0.492], [-0.123, 0.151, -0.219], [1.251, 1.131, 1.366], [1.451, -1.583, -0.715], [1.532, 0.376, -1.512], [-1.299, -1.713, -0.446], [-2.044, 0.814, 1.170], [-1.163, -0.633, -0.040], [1.929, 0.180, 0.745], [-2.365, -0.116, 0.332], [-0.430, 1.729, -0.188]]
}

---

{
  "formula": "C2H5NO2S",
  "method": "ωB97M-V/def2-TZVPD",
  "gap_ev": 8.96,
  "relative_energy_kj_mol": 269.4,
  "e_lumo_ev": -0.31,
  "homo_ev": -9.27,
  "species": ["C", "C", "N", "O", "O", "S", "H", "H", "H", "H", "H"],
  "xyz": [[0.390, 1.002, 0.270], [0.712, 0.514, -0.921], [0.674, -2.651, -1.165], [-0.856, 1.313, 0.665], [-1.213, -1.530, -0.011], [0.240, -1.944, 0.025], [1.035, 1.453, 0.973], [-0.103, 0.211, -1.562], [1.688, 0.210, -1.103], [0.110, -2.921, -2.054], [-1.574, 0.596, 0.432]]
}

---

{
  "formula": "C2H5NO3",
  "method": "ωB97M-V/def2-TZVPD",
  "gap_ev": 10.61,
  "relative_energy_kj_mol": 95.1,
  "smiles": "NC=O.O=CO",
  "e_lumo_ev": 0.34,
  "homo_ev": -10.27,
  "species": ["N", "C", "O", "H", "H", "H", "O", "C", "O", "H", "H"],
  "xyz": [[0.606, 1.953, 2.152], [0.803, 1.522, 3.440], [0.937, 2.310, 4.353], [0.844, 2.877, 1.844], [0.251, 1.308, 1.465], [0.954, 0.435, 3.487], [-0.645, -1.927, -4.704], [-0.539, -1.904, -3.511], [-1.184, -2.795, -2.703], [0.091, -1.136, -3.041], [-2.120, -2.644, -2.781]]
}

---

{
  "formula": "C2H5NO3",
  "method": "ωB97M-V/def2-TZVPD",
  "gap_ev": 10.69,
  "relative_energy_kj_mol": 77.8,
  "smiles": "NC=O.O=CO",
  "e_lumo_ev": 0.47,
  "homo_ev": -10.22,
  "species": ["N", "C", "O", "H", "H", "H", "O", "C", "O", "H", "H"],
  "xyz": [[-1.258, -3.171, 1.335], [-0.115, -3.511, 2.026], [0.466, -4.546, 1.814], [-1.303, -3.437, 0.370], [-1.765, -2.358, 1.651], [0.281, -2.728, 2.683], [0.400, 4.407, -0.509], [0.527, 3.890, -1.566], [1.480, 4.351, -2.440], [0.039, 3.015, -2.021], [1.248, 4.086, -3.342]]
}

---

{
  "formula": "C2H5NO3",
  "method": "ωB97M-V/def2-TZVPD",
  "gap_ev": 10.76,
  "relative_energy_kj_mol": 61.8,
  "smiles": "O=CNC=O.O",
  "e_lumo_ev": 0.54,
  "homo_ev": -10.23,
  "species": ["O", "C", "N", "C", "O", "H", "H", "H", "O", "H", "H"],
  "xyz": [[-1.248, -0.836, -0.433], [-0.094, -1.022, -0.668], [0.811, -0.036, -1.064], [0.510, 1.294, -1.358], [-0.472, 1.886, -1.032], [0.437, -1.983, -0.510], [1.772, -0.303, -1.193], [1.316, 1.779, -1.938], [-0.638, -0.178, 2.853], [-1.312, -0.712, 3.302], [-1.080, 0.112, 2.041]]
}

---

{
  "formula": "C2H5NO3S",
  "method": "ωB97M-V/def2-TZVPD",
  "gap_ev": [7.58, 7.17],
  "relative_energy_kj_mol": 314.4,
  "e_lumo_ev": [-0.42, -0.72],
  "homo_ev": [-8.01, -7.89],
  "species": ["C", "C", "N", "O", "O", "O", "S", "H", "H", "H", "H", "H"],
  "xyz": [[-0.682, -1.044, -1.055], [-0.292, 0.309, -0.840], [-0.230, 0.717, 0.455], [-0.587, -1.455, -2.336], [-1.104, -1.766, -0.159], [2.125, 1.988, 1.826], [1.721, 0.584, 1.657], [0.159, 0.900, -1.614], [-0.899, -2.369, -2.396], [-0.780, 0.088, 1.041], [-0.325, 1.708, 0.648], [0.894, 0.340, 2.772]]
}

---

{
  "formula": "C2H5NO4",
  "method": "ωB97M-V/def2-TZVPD",
  "gap_ev": 11.11,
  "relative_energy_kj_mol": 230.8,
  "smiles": "O=CNC(=O)O.O",
  "e_lumo_ev": -0.04,
  "homo_ev": -11.15,
  "species": ["O", "C", "N", "C", "O", "O", "H", "H", "H", "O", "H", "H"],
  "xyz": [[1.484, -0.839, -1.266], [0.758, 0.070, -0.821], [0.598, 0.119, 0.518], [1.027, -1.006, 1.403], [0.120, -1.406, 2.135], [2.286, -1.451, 1.302], [0.100, 0.979, -1.277], [-0.204, 0.499, 1.010], [2.451, -1.277, 0.347], [-3.146, 1.466, -1.513], [-2.098, 1.306, -1.287], [-3.376, 1.538, -0.551]]
}

---

{
  "formula": "C2H5NO4",
  "method": "ωB97M-V/def2-TZVPD",
  "gap_ev": 11.69,
  "relative_energy_kj_mol": 70.4,
  "smiles": "O=CNC(=O)O.O",
  "e_lumo_ev": 0.57,
  "homo_ev": -11.12,
  "species": ["O", "C", "N", "C", "O", "O", "H", "H", "H", "O", "H", "H"],
  "xyz": [[0.605, -1.692, -1.301], [-0.199, -1.734, -0.397], [-1.027, -0.700, -0.057], [-0.809, 0.643, -0.418], [-1.453, 1.531, 0.070], [0.142, 0.854, -1.320], [-0.302, -2.659, 0.178], [-1.449, -0.814, 0.853], [0.502, -0.011, -1.602], [1.188, 1.236, 1.508], [0.724, 2.067, 1.327], [2.079, 1.278, 1.158]]
}

---

{
  "formula": "C2H5NOP2",
  "method": "ωB97M-V/def2-TZVPD",
  "gap_ev": 7.46,
  "relative_energy_kj_mol": 450.1,
  "e_lumo_ev": -0.14,
  "homo_ev": -7.60,
  "species": ["C", "C", "N", "O", "P", "P", "H", "H", "H", "H", "H"],
  "xyz": [[1.909, -0.975, -1.036], [-0.232, 0.244, -0.391], [2.450, -1.033, -2.047], [-1.420, -0.489, -0.495], [0.889, -0.766, 0.329], [-0.134, 1.730, 0.664], [-2.132, -0.156, 0.094], [1.938, -0.729, 1.191], [0.330, -1.826, 0.875], [1.163, 1.615, 0.307], [-0.556, 2.688, -0.356]]
}

---

{
  "formula": "C2H5NOS",
  "method": "ωB97M-V/def2-TZVPD",
  "gap_ev": 9.11,
  "relative_energy_kj_mol": 515.1,
  "smiles": "C=C[S@H](=N)=O",
  "e_lumo_ev": 0.38,
  "homo_ev": -8.73,
  "species": ["C", "C", "S", "N", "O", "H", "H", "H", "H", "H"],
  "xyz": [[-0.792, 1.296, 0.036], [-0.460, 0.038, 0.179], [1.297, -0.170, -0.255], [2.074, -1.416, 0.803], [1.960, 1.053, -0.184], [-1.690, 1.853, 0.198], [0.037, 1.892, -0.197], [-0.998, -0.858, 0.335], [1.088, -0.641, -1.500], [1.479, -2.202, 0.941]]
}

---

{
  "formula": "C2H5NOS",
  "method": "ωB97M-V/def2-TZVPD",
  "gap_ev": 9.25,
  "relative_energy_kj_mol": 456.4,
  "e_lumo_ev": 0.34,
  "homo_ev": -8.90,
  "species": ["C", "C", "H", "H", "H", "H", "H", "N", "O", "S"],
  "xyz": [[-0.268, 0.609, 0.944], [0.035, -0.870, 0.538], [-1.192, 0.923, -0.969], [-1.286, 0.427, 1.686], [0.577, 1.162, 1.443], [-0.409, -1.557, 1.396], [1.285, 0.384, -2.310], [0.501, -1.268, -0.545], [-0.393, 1.335, -0.130], [1.150, -1.145, -2.055]]
}

---

{
  "formula": "C2H5NOS",
  "method": "ωB97M-V/def2-TZVPD",
  "gap_ev": 9.71,
  "relative_energy_kj_mol": 153.4,
  "smiles": "CC(=O)SN",
  "e_lumo_ev": 0.64,
  "homo_ev": -9.07,
  "species": ["C", "C", "O", "S", "N", "H", "H", "H", "H", "H"],
  "xyz": [[1.600, 0.224, 0.238], [0.451, -0.566, -0.048], [0.336, -1.752, -0.193], [-1.183, 0.574, -0.064], [-2.405, -0.565, 0.213], [2.525, 0.181, -0.391], [1.998, 0.048, 1.288], [1.248, 1.259, 0.061], [-3.063, -0.389, -0.509], [-2.982, -0.308, 1.117]]
}

---

{
  "formula": "C2H5NOS2",
  "method": "ωB97M-V/def2-TZVPD",
  "gap_ev": 10.02,
  "relative_energy_kj_mol": 174.5,
  "smiles": "N=C=S.C=O.S",
  "e_lumo_ev": 0.31,
  "homo_ev": -9.71,
  "species": ["N", "C", "S", "H", "C", "O", "H", "H", "S", "H", "H"],
  "xyz": [[-0.081, -1.502, -0.400], [0.049, -0.814, 0.584], [-0.185, 0.183, 1.754], [0.217, -2.545, -0.299], [3.044, 2.576, -1.087], [2.860, 3.734, -1.381], [4.042, 2.191, -1.338], [2.389, 1.856, -0.617], [-3.919, -1.338, 1.151], [-4.765, -1.742, 0.166], [-3.653, -2.598, 1.467]]
}